The following is a DFT calculation (wB97M-V/def2-TZVPD) of a cluster of 2 separate species, C3H8BrNO in total in a non-equilibrium geometry.

HOMO (eV): -7.86
LUMO energy (eV): -0.26
Kohn-Sham gap (eV): 7.599
Energy above the lowest of the compared OMol25 structures with the same formula, charge and spin (eV): 0.124
Electronic energy (eV): -76820.38634

Structure (XYZ):
```
14
Properties=species:S:1:pos:R:3:forces:R:3:lowdin_charge:R:1
Br 2.2432 -1.5471 -2.4853 -0.538 0.414 0.656 -0.486
C -1.4998 1.0285 -0.4846 0.756 -0.926 0.202 0.029
C -0.0789 1.1072 0.0497 -0.868 0.300 -0.496 -0.406
O 0.4171 2.1049 0.4562 0.311 0.080 0.222 0.164
N 0.7881 -0.1182 0.0451 -0.772 0.571 0.480 0.025
H 1.0159 -0.4505 -0.9182 0.402 -0.828 -1.108 -0.087
H 1.6629 0.2700 0.4038 0.221 -0.380 -0.108 0.162
C 0.3015 -1.1902 0.9804 0.832 0.865 0.673 0.011
H -1.5899 0.2138 -1.2036 0.004 0.176 -0.214 0.095
H -1.7528 1.9950 -0.9058 -0.023 -0.026 -0.024 0.097
H -2.1844 0.7794 0.3275 0.040 0.184 0.129 0.096
H 0.9493 -2.0591 0.9207 -0.029 0.018 -0.318 0.098
H -0.7457 -1.4530 0.8840 0.024 0.159 -0.467 0.098
H 0.4733 -0.6807 1.9300 -0.360 -0.607 0.374 0.104
```
Positions in Å, forces in eV/Å.